(1)
Here is a molecular structure, C3H7PS from OMol25. Energies are from the ωB97M-V functional and the def2-TZVPD basis.

* orbital gap (spin up / spin down): 0.2165 / 0.2878 Eh

Each line ends with the natural charge from an NBO analysis.
Geometry (Å):
C (0.83280, -0.28351, 0.00661)  -0.31
C (0.24346, -1.69645, 0.07827)  -0.71
C (-1.70800, 1.29295, -0.04317)  -0.75
P (3.17459, -0.04799, -0.13095)  0.09
S (0.15883, 1.27517, -0.16015)  0.37
H (-0.23869, -2.14333, -0.79570)  0.23
H (0.95470, -2.38207, 0.45708)  0.24
H (-0.45412, -1.64512, 0.81557)  0.22
H (-2.01534, 1.14985, 1.02039)  0.23
H (-2.24269, 0.70941, -0.79985)  0.23
H (-1.76667, 2.33914, -0.30036)  0.23
H (3.06112, 1.43197, -0.14774)  -0.06

(2)
Here is a gas-phase ion, C4H7O (charge -1) from OMol25. Energies are from the ωB97M-V functional and the def2-TZVPD basis.

* net charge: -1
* orbital gap: 0.1757 Eh

Each line ends with the natural charge from an NBO analysis.
Geometry (Å):
H (-1.65908, 0.79195, -0.44365)  0.00
O (-0.75460, 0.27464, -2.41305)  -0.82
C (-1.04239, -0.18123, -1.09900)  -0.38
H (-1.58496, 0.42634, -2.86666)  0.45
C (0.28868, -0.48859, -0.42822)  -0.53
C (0.20693, -0.39307, 1.06509)  -0.10
C (0.94824, 0.41351, 1.83156)  -0.48
H (1.12182, 0.14437, -0.80220)  0.14
H (0.54717, -1.53315, -0.69295)  0.18
H (-0.57159, -1.00162, 1.54097)  0.18
H (1.69951, 1.07857, 1.39545)  0.18
H (0.80027, 0.46828, 2.91266)  0.17

(3)
Here is a gas-phase ion, C6H13ClN (charge +1) from OMol25. Energies are from the ωB97M-V functional and the def2-TZVPD basis.

* net charge: +1
* orbital gap (spin up / spin down): 0.1706 / 0.2607 Eh
* 2S+1: 3

Each line ends with the natural charge from an NBO analysis.
Geometry (Å):
C (1.88637, 1.69925, 0.42139)  -0.33
C (2.00740, 1.12180, -0.91223)  -0.39
C (1.29849, 0.33613, 0.11737)  -0.18
C (-2.61351, -0.59441, 0.67258)  -0.59
C (-1.12510, -0.18354, 0.93680)  -0.44
C (-0.32229, 0.02477, -0.28488)  -0.06
N (-0.19075, -1.21956, -1.03871)  -0.76
Cl (2.02108, -1.13536, 0.78897)  0.08
H (2.72636, 1.84287, 1.01169)  0.24
H (1.04507, 2.39499, 0.71027)  0.24
H (1.41603, 1.69540, -1.70835)  0.23
H (2.87176, 0.70229, -1.23664)  0.23
H (-2.52667, -1.49760, -0.05315)  0.16
H (-3.33534, 0.16258, 0.30902)  0.24
H (-2.94317, -1.11870, 1.51765)  0.24
H (-0.90911, 0.73680, 1.46696)  0.24
H (-0.74705, -1.02234, 1.57238)  0.23
H (-0.50956, 0.96199, -0.81084)  0.24
H (0.42785, -1.18361, -1.90774)  0.46
H (-1.01224, -1.97142, -1.15540)  0.47
H (0.53438, -1.75232, -0.41713)  0.44

Relative energy (zero: lowest compared OMol25 entry of this formula, charge and spin) list, top to bottom, in kcal per mole: 91.1 40.0 63.4
Electronic energy list, top to bottom, in eV: -23344.0186 -6305.6060 -20430.1880